# 1
{"formula": "C2H3NO2S", "method": "the ωB97M-V functional and the def2-TZVPD basis", "elements": ["C", "C", "S", "N", "O", "O", "H", "H", "H"], "positions_angstrom": [[-1.0487, 0.6412, 0.2163], [-0.0859, -0.2362, 0.0027], [-0.0164, -1.9557, -0.1536], [1.4491, 0.3787, -0.0232], [1.4996, 1.5668, 0.1198], [2.3214, -0.4617, -0.0540], [-2.0295, 0.5247, 0.3650], [-0.8160, 1.6461, 0.2547], [-1.2736, -2.1039, -0.7277]], "forces_ev_per_a": [[3.21, -0.63, -0.59], [1.21, 0.96, 0.05], [-0.97, -0.65, -0.61], [-2.86, -1.49, 0.62], [0.98, 0.08, -0.26], [-0.02, 0.96, -0.16], [-3.55, -1.48, 0.40], [1.01, 1.97, -0.02], [1.00, 0.27, 0.55]], "smiles": "C=C(S)[N+](=O)[O-]", "relative_energy_kcal_mol": 111.7, "homo_lumo_gap_ev": 9.340, "e_homo_ev": -9.5400}

***

# 2
{"formula": "C3H4N2O2", "method": "the ωB97M-V functional and the def2-TZVPD basis", "elements": ["C", "N", "N", "C", "O", "C", "O", "H", "H", "H", "H"], "positions_angstrom": [[-1.5002, -0.8153, -0.0994], [-0.3701, -0.1584, -0.1012], [0.7371, -0.7506, -0.5468], [1.9662, -0.3513, -0.0766], [2.2690, 0.3781, 0.8498], [-0.5553, 1.2759, 0.2495], [0.2692, 2.1224, 0.2894], [-2.4618, -0.3179, -0.0783], [-1.4544, -1.8786, -0.2504], [-1.6282, 1.3803, 0.4384], [2.7284, -0.8847, -0.6744]], "forces_ev_per_a": [[0.27, -0.01, -0.14], [-0.30, -0.18, 0.00], [0.21, -0.12, -0.04], [0.15, 0.18, 0.31], [-0.34, -0.44, -0.26], [0.33, 0.73, -0.02], [-0.60, -0.80, -0.29], [0.28, 0.14, 0.34], [0.10, -0.10, -0.18], [-0.08, 0.43, 0.21], [-0.03, 0.16, 0.07]], "relative_energy_kcal_mol": 102.5, "homo_lumo_gap_ev": [7.998, 7.995], "e_homo_ev": [-9.1303, -9.1294]}

***

# 3
{"formula": "C23H25BInN3O8", "method": "the ωB97M-V functional and the def2-TZVPD basis", "elements": ["In", "O", "C", "C", "N", "C", "C", "O", "O", "C", "C", "O", "O", "H", "H", "H", "H", "H", "H", "H", "H", "H", "O", "B", "O", "C", "C", "C", "C", "C", "C", "H", "H", "H", "H", "C", "N", "N", "C", "O", "C", "C", "C", "C", "C", "C", "C", "C", "C", "H", "H", "H", "H", "H", "H", "H", "H", "H", "H", "H", "H"], "positions_angstrom": [[-0.4094, 2.5666, -1.0072], [-2.2060, 4.7989, -1.3432], [-3.0616, 4.8980, -0.2190], [-3.8539, 3.5993, -0.0931], [-3.0015, 2.5105, 0.3641], [-2.6899, 2.5782, 1.7918], [-1.1859, 2.1979, 2.0202], [-0.9306, 1.2793, 2.7844], [-0.3643, 2.9091, 1.3789], [-3.5774, 1.2053, 0.0857], [-3.6158, 0.8445, -1.3819], [-4.5800, 0.4974, -1.9931], [-2.3859, 0.9474, -1.9531], [-1.5325, 5.4818, -1.2715], [-3.7604, 5.7388, -0.3519], [-2.4741, 5.0596, 0.6893], [-4.2228, 3.3612, -1.0941], [-4.7156, 3.7606, 0.5776], [-3.3378, 1.9118, 2.3735], [-2.8262, 3.5925, 2.1653], [-4.5968, 1.1028, 0.4981], [-2.9137, 0.4684, 0.5566], [-2.1286, -1.3826, -2.5987], [-1.7102, -0.0704, -2.5274], [-0.4240, 0.0977, -2.9877], [0.0085, -1.1669, -3.2760], [1.2521, -1.5991, -3.6842], [1.4087, -2.9650, -3.8855], [0.3618, -3.8519, -3.6806], [-0.8920, -3.4219, -3.2652], [-1.0406, -2.0687, -3.0558], [2.0628, -0.9032, -3.8235], [2.3631, -3.3526, -4.2128], [0.5234, -4.9067, -3.8376], [-1.7150, -4.1038, -3.1187], [3.5592, -0.6569, 3.0064], [3.1578, -0.2889, 1.6709], [1.9049, -0.6912, 1.2350], [1.3851, 0.2422, 0.3603], [0.3298, 0.0913, -0.2586], [2.3761, 1.2773, 0.2968], [3.3945, 0.9436, 1.1302], [4.6580, 1.6630, 1.4257], [1.5522, -2.0437, 1.3374], [2.5540, -3.0035, 1.2106], [2.2463, -4.3403, 1.3493], [0.9414, -4.7293, 1.5930], [-0.0573, -3.7743, 1.6927], [0.2400, -2.4273, 1.5787], [3.2785, -1.6903, 3.2006], [3.0737, -0.0177, 3.7478], [4.6386, -0.5621, 3.0874], [2.2932, 2.1583, -0.3085], [4.7266, 2.5426, 0.7960], [5.5146, 1.0196, 1.2299], [4.6913, 1.9731, 2.4682], [3.5663, -2.6961, 0.9945], [3.0296, -5.0766, 1.2664], [0.7057, -5.7751, 1.7065], [-1.0732, -4.0855, 1.8790], [-0.5161, -1.6652, 1.6803]], "forces_ev_per_a": [[0.14, 0.38, 0.63], [0.09, -0.09, -0.13], [-0.51, 0.01, 0.30], [0.23, 0.46, -0.18], [-0.05, -0.10, -0.29], [0.75, -0.16, 0.28], [-0.96, -0.17, 0.43], [0.02, -0.47, 0.34], [0.50, 0.48, -1.21], [-0.10, -0.12, 0.13], [-0.88, -0.06, 0.24], [0.26, 0.04, 0.10], [0.10, 0.59, -0.03], [0.05, 0.02, -0.08], [0.11, -0.18, 0.10], [-0.04, 0.06, 0.00], [-0.15, -0.03, 0.05], [0.09, -0.08, -0.12], [0.05, 0.07, -0.04], [-0.01, 0.05, -0.07], [0.24, -0.07, -0.15], [-0.20, -0.06, 0.01], [-0.65, 0.11, 0.20], [0.49, -0.82, -0.21], [0.07, 0.43, -0.25], [-0.19, -0.91, 0.00], [-0.24, 0.36, 0.08], [0.00, -0.17, -0.02], [0.08, -0.09, -0.05], [-0.24, 0.35, 0.08], [0.94, 0.00, -0.26], [0.10, 0.09, -0.05], [0.06, 0.04, 0.02], [0.03, -0.11, -0.06], [-0.04, -0.07, 0.08], [-0.13, 0.11, 0.45], [0.26, -0.11, -0.49], [-0.23, 0.38, 0.28], [0.30, -0.11, 0.10], [-0.55, 0.17, -0.11], [0.17, 0.15, 0.26], [-0.18, -0.21, -0.42], [-0.10, 0.00, 0.11], [0.08, -0.59, -0.04], [-0.07, 0.12, -0.10], [0.01, -0.08, 0.04], [-0.08, -0.06, 0.00], [0.01, -0.06, -0.01], [0.08, 0.25, -0.05], [0.09, 0.08, -0.03], [0.00, -0.01, 0.08], [0.04, -0.01, 0.00], [0.14, 0.10, -0.04], [0.03, 0.11, -0.02], [0.06, -0.01, 0.01], [0.06, 0.08, 0.09], [0.07, 0.06, -0.01], [0.09, -0.12, -0.03], [-0.06, -0.14, 0.00], [-0.13, 0.02, 0.03], [-0.09, 0.08, 0.04]], "homo_lumo_gap_ev": 8.238, "e_homo_ev": -7.8673}

***

# 4
{"formula": "C3H7NO2", "method": "the ωB97M-V functional and the def2-TZVPD basis", "elements": ["C", "C", "N", "C", "O", "O", "H", "H", "H", "H", "H", "H", "H"], "positions_angstrom": [[0.0989, -0.4292, -0.3050], [-1.9930, -0.6693, 0.2905], [1.9689, 0.2961, -0.6985], [-0.3812, 0.8067, 0.0235], [2.3314, 0.8284, 0.6214], [-0.6037, 1.9207, 0.1700], [3.0902, 0.2891, 0.8693], [1.8993, 1.1589, -1.2483], [-0.0848, -0.8357, -1.2880], [0.5271, -1.0113, 0.4952], [-2.6571, -0.2532, -0.4639], [-2.2427, -0.3480, 1.2991], [-1.9532, -1.7534, 0.2346]], "forces_ev_per_a": [[2.80, 0.93, -0.49], [0.15, 0.79, 0.13], [-0.32, -0.59, 0.37], [-1.83, -0.45, 0.09], [-0.28, -0.22, -0.34], [0.13, -0.46, 0.11], [-0.08, 0.07, -0.09], [-0.14, -0.14, 0.10], [-0.22, 0.06, 0.12], [-0.23, -0.05, 0.02], [-0.08, 0.00, 0.08], [-0.11, 0.05, -0.02], [0.21, 0.01, -0.08]], "relative_energy_kcal_mol": 183.6, "homo_lumo_gap_ev": [7.381, 7.382], "e_homo_ev": [-6.9907, -6.9919]}

***

# 5
{"formula": "C28H27BaN6O4S4", "method": "the ωB97M-V functional and the def2-TZVPD basis", "elements": ["Ba", "C", "C", "S", "C", "C", "S", "C", "C", "S", "H", "H", "H", "H", "H", "H", "H", "H", "H", "H", "H", "H", "O", "C", "O", "C", "C", "C", "N", "C", "C", "C", "O", "O", "H", "H", "H", "S", "C", "C", "C", "C", "C", "C", "N", "C", "C", "C", "C", "C", "C", "C", "H", "H", "H", "H", "H", "H", "H", "H", "N", "C", "N", "N", "C", "N", "H", "H", "H", "H"], "positions_angstrom": [[0.1980, 0.3540, -0.0021], [-0.8221, -2.6219, -4.3551], [-0.7234, -3.6465, -3.2200], [0.0265, -3.0223, -1.7194], [-1.1324, -3.6116, -0.4655], [-2.5801, -3.1041, -0.5787], [-2.7724, -1.3025, -0.6493], [-3.7475, -1.0589, -2.1277], [-3.2518, -1.6490, -3.4493], [-1.6249, -1.0674, -3.9545], [0.1794, -2.3318, -4.6822], [-1.3067, -3.0909, -5.2153], [-1.7090, -4.0400, -2.9782], [-0.1314, -4.4889, -3.5868], [-1.1373, -4.7030, -0.4363], [-0.6999, -3.2585, 0.4693], [-3.0745, -3.5290, -1.4525], [-3.1223, -3.4714, 0.2941], [-4.7692, -1.4126, -1.9594], [-3.7960, 0.0309, -2.2124], [-3.2349, -2.7357, -3.3900], [-3.9763, -1.3938, -4.2256], [3.9546, -4.9647, 3.9903], [3.8357, -5.0769, 2.7538], [4.1639, -6.0132, 1.9924], [3.1957, -3.8914, 2.0446], [3.6934, -3.4796, 0.8136], [3.1263, -2.3970, 0.1739], [2.0675, -1.7317, 0.6466], [1.5741, -2.1425, 1.8341], [2.1243, -3.1755, 2.5695], [0.3563, -1.3641, 2.3462], [0.3670, -0.8963, 3.4702], [-0.5837, -1.1834, 1.4495], [4.5088, -4.0323, 0.3674], [3.5183, -2.0545, -0.7792], [1.7330, -3.4243, 3.5467], [-2.7800, 4.0721, 2.3287], [-1.6614, 3.6641, 3.5703], [-1.6404, 4.0736, 4.9054], [-0.6334, 3.5901, 5.7157], [0.3318, 2.7065, 5.2077], [0.3028, 2.3066, 3.8880], [-0.7036, 2.8034, 3.0600], [-0.8477, 2.4849, 1.6960], [-1.9007, 3.0801, 1.1982], [-2.3599, 3.0092, -0.2427], [-3.4257, 3.8304, -0.6284], [-3.8414, 3.8545, -1.9480], [-3.1702, 3.0569, -2.8744], [-2.1233, 2.2489, -2.4501], [-1.6586, 2.1642, -1.1164], [-2.3925, 4.7489, 5.2922], [-0.5948, 3.8868, 6.7558], [1.0951, 2.3085, 5.8630], [1.0152, 1.5815, 3.5180], [-3.9567, 4.4648, 0.0760], [-4.6665, 4.4872, -2.2512], [-3.4688, 3.0765, -3.9179], [-1.6378, 1.6401, -3.2104], [4.0791, 3.6452, -0.7259], [4.9445, 2.7691, -1.2656], [6.2529, 3.1172, -1.2964], [4.6198, 1.5908, -1.7811], [3.2952, 1.3958, -1.6915], [2.1686, 1.1430, -1.6459], [4.3650, 4.5552, -0.4163], [3.0917, 3.4417, -0.7429], [6.5931, 3.8177, -0.6629], [6.8820, 2.3670, -1.5294]], "forces_ev_per_a": [[-0.17, 1.37, -1.52], [0.19, -0.23, 0.04], [-0.07, -0.13, -0.47], [0.24, 0.13, 0.40], [-0.23, 0.18, 0.01], [0.16, -0.17, 0.05], [0.36, 0.03, 0.28], [-0.27, 0.13, -0.38], [-0.29, 0.01, 0.17], [0.11, 0.23, -0.01], [-0.01, 0.00, 0.04], [-0.02, 0.01, 0.01], [-0.02, -0.02, -0.01], [-0.05, -0.02, 0.00], [0.02, -0.01, -0.08], [0.00, 0.02, -0.01], [-0.01, -0.01, 0.00], [0.00, 0.01, 0.01], [0.02, 0.00, -0.01], [-0.02, -0.03, 0.02], [0.04, -0.03, -0.04], [-0.01, 0.01, 0.02], [-0.11, 0.06, -0.17], [0.17, -0.55, 0.31], [0.01, 0.18, 0.08], [-0.09, 0.31, -0.20], [-0.01, -0.02, -0.07], [-0.04, 0.09, -0.02], [-0.20, -0.26, 0.40], [-0.09, 0.18, -0.11], [0.13, -0.06, 0.09], [-0.43, -0.32, -0.76], [0.02, 0.06, 0.32], [0.21, -1.70, 2.25], [0.00, 0.00, -0.01], [-0.02, 0.04, -0.01], [-0.01, 0.00, 0.00], [-0.30, 0.21, 0.03], [-0.16, 0.27, 0.44], [0.04, -0.04, -0.11], [0.10, -0.07, -0.06], [-0.10, 0.05, 0.02], [0.05, -0.01, 0.12], [0.37, -0.56, -0.79], [-0.52, 0.48, 0.37], [0.19, -0.29, -0.88], [0.39, 0.12, 0.99], [-0.22, 0.08, -0.16], [0.11, -0.11, -0.01], [-0.05, 0.10, 0.19], [0.10, -0.12, 0.05], [-0.27, 0.22, -0.43], [-0.01, -0.01, 0.00], [0.00, -0.01, 0.01], [0.00, 0.02, 0.02], [-0.04, 0.00, -0.02], [0.09, -0.04, 0.07], [0.00, 0.01, 0.00], [0.01, -0.03, -0.01], [0.01, 0.02, 0.00], [-0.09, 0.00, 0.02], [0.33, -0.41, -0.16], [0.00, -0.01, -0.02], [-1.13, 0.95, 0.56], [1.05, -0.70, -0.49], [0.41, 0.35, -0.37], [0.06, -0.01, -0.03], [0.02, 0.02, -0.01], [0.02, 0.00, 0.01], [0.02, 0.02, 0.00]], "relative_energy_kcal_mol": 44.0, "charge": -1, "homo_lumo_gap_ev": 6.214, "e_homo_ev": -4.8629}

***

# 6
{"formula": "C2H3F2NO2", "method": "the ωB97M-V functional and the def2-TZVPD basis", "elements": ["C", "C", "N", "O", "O", "F", "F", "H", "H", "H"], "positions_angstrom": [[0.9942, 0.3147, -0.6898], [-0.2016, 0.3281, 0.1391], [-1.1119, -0.8199, 0.3561], [-0.6083, -1.8956, 0.0946], [-2.2178, -0.5801, 0.7498], [0.4692, 0.3297, 1.8202], [-0.9229, 1.4838, 0.1417], [0.6360, 0.1324, -1.7060], [1.3796, 1.3234, -0.3757], [1.5835, -0.6165, -0.5300]], "forces_ev_per_a": [[-0.32, -0.54, 0.30], [0.05, 2.48, 5.14], [0.20, -0.58, -0.37], [-0.28, 0.21, 0.11], [-0.05, -0.19, 0.04], [-1.61, -0.06, -3.99], [1.41, -2.22, -0.31], [0.16, 0.96, -0.36], [0.55, -1.18, -1.13], [-0.09, 1.12, 0.59]], "relative_energy_kcal_mol": 77.4, "homo_lumo_gap_ev": 10.900, "e_homo_ev": -12.3138}

***

Number 1: largest force on an atom 3.869 eV/Å. Number 2: largest force on an atom 1.043 eV/Å. Number 3: largest force on an atom 1.393 eV/Å. Number 4: largest force on an atom 2.995 eV/Å. Number 5: largest force on an atom 2.827 eV/Å. Number 6: largest force on an atom 5.704 eV/Å.